The following is a DFT calculation (ωB97M-V/def2-TZVPD) of a molecular structure, C15H38BNNbO7S3 at a distorted geometry.

The highest occupied orbital energy comes out at -3.6 eV. Its LUMO energy is 0.9662 eV. The molar mass comes out at 544.4 g mol⁻¹.

```
! RIJCOSX wB97M-V def2-TZVPD def2/J DEFGRID3
* xyz -1 1
C 1.4398 -5.5836 -2.2664
C 0.4095 -4.5415 -1.8454
C 0.5533 -3.2015 -2.5647
C -0.7782 -2.4170 -2.6261
Nb -1.2400 -1.4906 -0.5940
B -3.1853 -0.5128 -1.2861
O -3.3437 0.7031 -0.7293
N -4.0887 -1.2030 -2.1672
C -4.5947 -2.4945 -1.6917
C -3.6181 -1.2665 -3.5631
S 0.2198 0.5984 -1.1218
C 1.7946 0.6601 -0.2234
O -0.4698 1.8209 -0.6849
O 0.5326 0.6684 -2.5506
H 1.6174 -5.5521 -3.3381
H 1.0627 -6.5827 -2.0575
H 2.3789 -5.4691 -1.7346
H -0.5866 -4.9366 -2.0318
H 0.4874 -4.3816 -0.7722
H 1.3104 -2.6153 -2.0481
H 0.9295 -3.4080 -3.5705
H -0.6700 -1.6842 -3.4216
H -1.5389 -3.1676 -2.8548
H 0.2587 -2.2147 0.1149
H -1.5685 -0.7531 1.0773
H -2.2180 -2.9884 -0.1719
H -3.6748 0.5908 0.1718
H -4.6439 -2.5049 -0.6145
H -5.6178 -2.6156 -2.0569
H -4.0154 -3.3300 -2.0683
H -2.8398 -0.5316 -3.7171
H -4.4444 -1.0915 -4.2469
H -3.1818 -2.2370 -3.7684
H 2.0496 -0.3351 0.1214
H 1.6225 1.2927 0.6395
H 2.5522 1.0936 -0.8675
C 5.8188 0.7009 2.6444
C 5.8483 -0.2222 1.4171
C 5.2626 -1.5741 1.8454
S 4.1120 -1.2209 3.1857
O 4.6130 -1.8238 4.3965
O 2.7710 -1.4473 2.7353
C 4.4281 0.5416 3.2506
H 6.0192 1.7371 2.3766
H 6.5770 0.3861 3.3649
H 5.2359 0.2087 0.6237
H 6.8571 -0.3407 1.0244
H 4.7156 -2.0644 1.0448
H 6.0252 -2.2435 2.2376
H 4.3532 0.8782 4.2814
H 3.6687 1.0288 2.6396
C -1.8530 6.1601 1.8943
C -1.7723 5.3084 0.6196
C -2.4410 3.9632 0.9185
S -3.6692 4.2888 2.1877
O -3.3004 3.6099 3.4047
O -5.0008 4.1513 1.6483
C -3.2907 6.0328 2.3872
H -1.5869 7.2002 1.7075
H -1.1667 5.7667 2.6469
H -2.3034 5.8155 -0.1886
H -0.7459 5.1575 0.2926
H -2.9359 3.5424 0.0484
H -1.7308 3.2382 1.3111
H -3.4289 6.3110 3.4292
H -3.9797 6.5918 1.7549
*
```

The following is a DFT calculation (ωB97M-V/def2-TZVPD) of a molecular structure, C21H37N5O2RuSi2 at a distorted geometry.

The highest occupied orbital energy (spin up / spin down) comes out at -14.0 / -14.8 eV. Its LUMO energy (spin up / spin down) is -6.1760 / -8.3276 eV. For the energy above the lowest of the compared OMol25 structures with the same formula, charge and spin, the calculation gives 71.47 kJ/mol. The molar mass comes out at 548.8 g mol⁻¹.

```
! RIJCOSX wB97M-V def2-TZVPD def2/J DEFGRID3
* xyz 2 5
Ru -0.2285 0.0713 -0.0090
C 3.6657 -3.5079 -0.7483
C 2.6425 -2.5037 -0.2995
N 1.9089 -2.5234 0.7484
O 1.9844 -3.5591 1.6225
C 2.4295 -1.2882 -1.1297
C 3.3374 -0.8665 -2.2381
N 1.4215 -0.5523 -0.8784
O 1.1188 0.6255 -1.4662
H 3.7106 -4.3995 -0.1279
H 4.6639 -3.0690 -0.7408
H 3.4535 -3.8438 -1.7635
H 2.6395 -4.2114 1.3198
H 4.1771 -1.5393 -2.3705
H 3.7094 0.1407 -2.0391
H 2.7706 -0.8079 -3.1698
C 0.9334 2.5141 1.4591
Si 0.7012 3.5738 -0.0916
C 2.2807 3.5908 -1.0559
C 0.2258 5.2735 0.4755
C -0.8009 2.8642 -0.9929
C -1.8833 2.5195 -0.0752
C -2.9205 3.4053 0.2238
C -3.9174 3.0336 1.0985
C -3.8867 1.7648 1.6799
C -2.8557 0.9278 1.3588
N -1.8676 1.2867 0.4979
Si -1.2918 2.6567 -2.8092
C 0.1153 2.8236 -3.9996
C -2.6139 3.9163 -3.1484
C -2.0492 0.9473 -2.9348
H 1.8867 2.7508 1.9382
H 0.9915 1.4238 1.2738
H 0.1345 2.6699 2.1877
H 2.8853 4.4373 -0.7251
H 2.1354 3.6922 -2.1266
H 2.8496 2.6762 -0.8810
H 1.0475 5.7344 1.0286
H -0.6485 5.2580 1.1293
H 0.0051 5.9160 -0.3797
H -2.9172 4.3801 -0.2431
H -4.7200 3.7214 1.3310
H -4.6493 1.4376 2.3710
H -2.7863 -0.0618 1.7844
H 0.8533 3.5665 -3.7109
H -0.2868 3.1333 -4.9661
H 0.6253 1.8675 -4.1327
H -2.2500 4.9325 -2.9795
H -3.5015 3.7574 -2.5337
H -2.9247 3.8500 -4.1936
H -1.3529 0.1567 -2.6351
H -2.3037 0.7336 -3.9763
H -2.9676 0.8561 -2.3485
C -0.3836 -2.9573 4.5729
C -0.7785 -2.5489 3.1980
C -1.6365 -3.1436 2.2788
C -1.5809 -2.3706 1.1309
N -0.7457 -1.3313 1.3388
N -0.2781 -1.4593 2.6048
C -2.2673 -2.5398 -0.1811
H -1.0155 -3.7731 4.9129
H -0.4786 -2.1298 5.2758
H 0.6516 -3.3005 4.5828
H -2.2088 -4.0431 2.4275
H 0.4275 -0.8314 2.9587
H -2.7660 -3.5047 -0.2245
H -1.5519 -2.5010 -1.0071
H -3.0236 -1.7670 -0.3411
*
```

The following is a DFT calculation (ωB97M-V/def2-TZVPD) of 2 unconnected molecules or ions with the total composition C4H12 at a distorted geometry.

The highest occupied orbital energy (spin up / spin down) comes out at 1.6 / -7.6 eV. Its LUMO energy (spin up / spin down) is 4.2899 / 4.5262 eV. For the energy above the lowest of the compared OMol25 structures with the same formula, charge and spin, the calculation gives 32.15 kJ/mol. The molar mass comes out at 60.1 g mol⁻¹.

```
! RIJCOSX wB97M-V def2-TZVPD def2/J DEFGRID3
* xyz -1 2
C 1.8995 -0.1917 1.2511
C 0.9788 0.9934 1.4607
H 2.5068 -0.4312 2.1346
H 1.2369 -1.0529 1.1344
H 2.5653 -0.0407 0.4100
H 0.3926 0.9263 2.4077
H 0.2820 1.2071 0.6558
H 1.5979 1.8463 1.7409
C -0.7720 -0.8297 -1.3875
C -2.0614 0.0013 -1.3469
H -0.2522 -0.5450 -2.3049
H -0.1127 -0.5852 -0.5584
H -0.9812 -1.8903 -1.3455
H -2.7318 -0.1558 -0.4832
H -2.6257 -0.3171 -2.2460
H -1.9229 1.0651 -1.5227
*
```

The following is a DFT calculation (ωB97M-V/def2-TZVPD) of a molecular structure, C37H39N3O2PS3Ti at a distorted geometry.

The highest occupied orbital energy (spin up / spin down) comes out at -3.6 / -4.7 eV. Its LUMO energy (spin up / spin down) is 2.4076 / 2.4039 eV. For the energy above the lowest of the compared OMol25 structures with the same formula, charge and spin, the calculation gives 29.89 kJ/mol. The molar mass comes out at 732.8 g mol⁻¹.

```
! RIJCOSX wB97M-V def2-TZVPD def2/J DEFGRID3
* xyz -1 3
Ti 2.2855 0.9537 0.4431
C 4.0007 2.6391 0.1565
C 2.7964 3.3284 0.4656
C 2.3241 2.9105 1.7715
C 3.2397 1.9883 2.2721
C 4.2837 1.8274 1.3178
C 5.6109 1.3144 1.7235
C 3.3488 1.4830 3.6914
C 1.2246 3.5407 2.5828
C 2.3179 4.4440 -0.4234
C 5.0405 2.9936 -0.8814
H 6.1475 2.0874 2.3074
H 6.1905 1.1926 0.8607
H 5.6484 0.4172 2.3269
H 4.2759 1.8681 4.1538
H 3.4353 0.3928 3.6995
H 2.4133 1.6883 4.2852
H 0.5712 4.0967 1.9144
H 1.7274 4.2494 3.3105
H 0.6471 2.8075 3.1621
H 1.5195 5.0370 0.0422
H 1.8268 4.0182 -1.3523
H 3.1218 5.0892 -0.7514
H 6.0000 2.4707 -0.6607
H 5.2602 4.0911 -0.9041
H 4.8142 2.7703 -1.9295
N -2.3216 -0.5490 -1.7434
P -2.2066 0.0957 -0.2011
C -3.7746 -0.4358 0.5842
C -4.6315 -1.3457 -0.0123
C -5.8871 -1.6079 0.5514
C -6.2600 -1.0116 1.7306
C -5.3156 -0.1899 2.4318
C -4.1081 0.0648 1.8801
C -2.7751 1.8075 -0.7763
C -1.8023 2.5871 -1.4755
C -2.1606 3.7481 -2.1011
C -3.4454 4.2491 -2.0303
C -4.4448 3.5016 -1.4316
C -4.0800 2.3141 -0.7708
C -1.8566 -1.7879 -2.1607
C -1.9425 -2.1879 -3.4829
C -1.4367 -3.4175 -3.8317
C -0.7344 -4.1872 -2.9024
C -0.6746 -3.6918 -1.6326
N -1.1961 -2.5100 -1.2436
H -2.6941 -0.0314 -2.5059
H -4.2398 -1.8527 -0.9307
H -6.5687 -2.3473 0.0887
H -7.2296 -1.2563 2.1378
H -5.5777 0.2465 3.3780
H -3.3934 0.7726 2.3447
H -0.8011 2.2230 -1.5636
H -1.4271 4.3451 -2.6557
H -3.7219 5.1401 -2.5631
H -5.5221 3.7700 -1.4814
H -4.8325 1.6486 -0.3374
H -2.5583 -1.6916 -4.2731
H -1.5276 -3.6915 -4.8772
H -0.2079 -5.0911 -3.2030
H -0.1387 -4.2396 -0.8266
O 0.3471 -0.0647 -3.0296
C 1.3431 -0.2385 -2.3316
O 1.9052 0.6648 -1.5831
C 2.0490 -1.6713 -2.2331
C 2.3422 -2.4474 -3.3465
C 2.6479 -3.7893 -3.2697
C 2.7757 -4.3517 -2.0461
C 2.6421 -3.6033 -0.9002
C 2.2772 -2.2498 -0.8928
S 2.0755 -1.5551 0.7548
H 2.1350 -1.9340 -4.2895
H 2.7067 -4.3437 -4.1767
H 3.0304 -5.3954 -1.9723
H 2.7306 -4.0603 0.0588
S 0.1464 -0.4799 4.9967
C -0.3572 -1.7223 4.0345
N -0.5667 -1.5562 2.7405
C -0.8902 -2.7098 1.9224
C -1.4683 -3.7393 2.8237
S -0.6601 -3.4349 4.4830
H -0.3311 -0.6666 2.3781
H -0.0055 -2.9520 1.3725
H -1.6597 -2.4177 1.1882
H -1.2717 -4.7574 2.5905
H -2.5211 -3.6137 3.0302
*
```